Record 1
DFT (ωB97M-V/def2-TZVPD) results for a structure of composition C23H39AsBCl3GeN3O2PbS2Si3.

```
79
Properties=species:S:1:pos:R:3:forces:R:3:lowdin_spin:R:1
Pb 0.36197 0.28007 1.14713 -0.357 0.157 0.327 0.2269
As -1.02550 0.48389 -1.63337 0.128 -0.075 -0.100 0.2647
Ge -0.29054 3.52361 2.67862 0.070 0.121 -0.253 0.0090
Cl -2.31580 3.80083 1.64199 0.008 -0.092 -0.062 -0.0005
Cl 0.90407 5.02499 1.34273 -0.027 -0.092 0.037 0.0005
Cl -0.70134 4.89008 4.39624 0.068 -0.053 0.037 0.0034
S -0.94390 -2.12924 1.17770 -0.085 0.002 -0.064 0.0040
S 0.03464 -4.82251 1.42724 0.013 -0.066 0.085 -0.0001
Si -0.62328 2.50701 -2.84460 0.008 -0.042 -0.047 0.0231
Si -3.35747 0.02157 -1.36831 0.021 0.012 0.017 0.0269
Si -0.06701 -1.19276 -3.02330 0.033 -0.036 -0.037 0.0271
O -0.26778 0.73259 4.45273 -0.026 -0.059 -0.023 0.0308
O 0.62677 -1.35285 4.14056 0.079 0.039 -0.017 0.0398
N 1.70168 -2.85804 0.99820 0.048 0.035 -0.025 0.0020
N 1.98047 -1.53069 0.80490 0.082 -0.026 -0.010 0.0073
N 2.73790 1.07763 0.43357 0.014 -0.064 0.062 0.0391
C 3.61918 0.09858 0.20178 0.026 -0.024 -0.019 0.0027
C 3.18898 -1.27224 0.48286 -0.070 -0.055 0.014 0.0031
C -0.19460 -1.73767 7.71192 -0.002 0.006 -0.021 -0.0003
C -1.62761 2.57083 -4.42327 0.024 -0.061 0.024 0.0128
C 1.79427 -1.08352 -2.84216 -0.047 0.046 -0.011 -0.0009
C -0.58930 -2.91899 -2.54089 -0.009 0.050 -0.008 0.0003
C 0.30005 -2.14653 6.47521 -0.009 0.046 0.007 0.0007
C -3.66629 -1.80607 -1.57569 0.049 0.014 -0.030 0.0024
C -3.80566 0.55771 0.35114 0.101 0.003 0.040 -0.0006
C -0.81166 0.45414 6.85906 0.029 -0.055 -0.014 0.0004
C 1.19948 2.47352 -3.27935 -0.035 0.006 0.028 -0.0004
C 3.07905 2.33499 0.17491 0.029 0.030 0.036 0.0033
C -0.73643 -0.46903 7.89947 0.001 0.008 -0.012 -0.0003
C 4.32468 2.66902 -0.34373 -0.037 0.005 0.023 0.0009
C -0.54889 -0.87671 -4.80719 -0.004 0.013 0.062 0.0150
C 4.88476 0.34847 -0.30704 -0.029 0.026 0.030 0.0014
C -1.02559 3.95959 -1.77503 -0.036 -0.038 0.061 -0.0010
C 0.44643 -3.14522 1.18299 -0.057 -0.043 -0.041 0.0002
C 5.23828 1.66009 -0.58822 -0.016 -0.013 -0.002 -0.0002
C -0.32063 0.03420 5.64561 0.000 0.003 0.028 0.0107
C 1.64369 -5.63855 1.41770 -0.022 0.079 -0.027 0.0000
C -4.30538 0.97453 -2.66711 0.037 0.014 0.054 0.0125
C 0.22078 -1.22520 5.45727 -0.008 -0.005 0.058 0.0120
B 0.30324 -0.14364 3.56558 0.122 0.046 -0.297 0.2123
H 2.34375 3.09854 0.40514 -0.047 0.068 -0.009 0.0004
H 1.43770 1.71360 -4.02381 -0.006 -0.013 -0.032 0.0001
H 2.26864 -1.61844 -3.66817 0.006 -0.023 -0.035 -0.0002
H -0.38340 4.03343 -0.89834 0.050 0.017 0.061 -0.0002
H -0.90143 4.87490 -2.35893 0.010 0.033 -0.023 -0.0001
H -0.23430 -1.72474 -5.41896 0.031 -0.047 -0.017 0.0023
H -0.15782 -2.42434 8.54564 0.001 -0.022 0.029 0.0001
H -3.54709 1.59800 0.54763 -0.004 0.070 -0.003 -0.0001
H -1.30974 3.44817 -4.99152 0.032 0.043 -0.018 0.0021
H 1.47947 3.44523 -3.69201 0.000 0.041 -0.019 -0.0001
H -1.55281 -3.18955 -2.96872 -0.044 -0.012 -0.007 0.0001
H -0.07410 0.01866 -5.20726 0.030 0.020 -0.016 -0.0001
H 6.21627 1.88654 -0.98990 0.021 0.012 -0.006 0.0000
H -3.91390 0.79721 -3.66839 -0.008 -0.037 -0.031 0.0006
H -4.28021 2.04639 -2.47116 0.013 0.059 -0.001 0.0000
H 0.15727 -3.61723 -2.92702 0.032 -0.015 -0.038 -0.0001
H -1.62834 -0.76752 -4.91864 -0.039 -0.007 -0.009 0.0006
H 1.49122 -6.61430 1.87346 -0.024 -0.029 -0.010 0.0000
H -0.64565 -3.04963 -1.46138 0.008 -0.004 0.058 0.0003
H 2.35093 -5.05966 2.00408 0.007 -0.032 0.020 0.0000
H -3.28658 -0.05255 1.09400 -0.005 -0.049 0.016 -0.0002
H 2.10098 -1.56670 -1.91684 0.020 -0.047 0.082 -0.0001
H 0.71985 -3.12920 6.31757 0.009 -0.023 -0.005 0.0001
H 2.16964 -0.06184 -2.83908 0.029 0.025 0.006 -0.0001
H 1.81897 2.29895 -2.39852 0.019 0.000 0.036 -0.0002
H -1.22627 1.44336 6.98508 -0.013 0.032 0.006 0.0001
H -2.05033 3.92990 -1.40662 -0.072 0.006 0.009 0.0001
H -4.87812 0.42977 0.51144 -0.046 -0.001 0.005 -0.0001
H -4.67097 -2.01851 -1.20247 -0.047 0.000 -0.001 0.0003
H 5.57049 -0.47002 -0.47706 0.008 -0.015 -0.007 0.0002
H 3.90269 -2.08640 0.38079 -0.012 0.010 0.008 0.0003
H -2.69068 2.67905 -4.22075 -0.053 0.028 0.023 0.0000
H -2.96364 -2.41003 -1.00350 0.006 -0.006 0.045 0.0000
H 4.55780 3.70505 -0.53820 0.010 0.038 -0.003 0.0001
H -3.62609 -2.11574 -2.61979 0.008 -0.006 -0.052 0.0001
H -5.35026 0.65755 -2.65214 -0.046 -0.014 0.021 0.0019
H -1.10864 -0.19236 8.87594 -0.006 0.003 0.020 0.0000
H -1.48613 1.69367 -5.05254 -0.017 0.015 -0.014 0.0002
H 2.01516 -5.75769 0.40315 0.027 0.021 -0.002 0.0000
```
Forces are in eV/Å.

Results
Multiplicity: 2
Total energy: -8790.67100 Ha
HOMO-LUMO gap (alpha / beta): 6.12 / 5.18 eV


Record 2
DFT (ωB97M-V/def2-TZVPD) results for a structure of composition C23H39AsN5O3PPtS2.

```
75
Properties=species:S:1:pos:R:3:forces:R:3:lowdin_charge:R:1
Pt 0.15971 -0.14530 -0.09986 0.077 -0.652 -1.194 0.4483
As 2.20817 1.13864 -0.10970 0.360 -0.433 -0.721 0.9443
S -0.16848 -1.77844 1.87153 0.163 -0.210 0.047 0.5683
S 0.88913 -1.84449 -1.67267 0.522 1.960 1.137 0.6327
P -1.29706 2.87622 2.03661 -0.431 1.809 0.328 0.5654
O -1.84229 -0.43794 -1.03691 0.972 0.700 0.418 -0.1748
O -0.86826 1.50973 1.70829 0.264 -1.382 -0.589 -0.3601
O -3.61578 -1.73580 -0.86581 0.099 0.241 -0.421 0.0037
N -2.64829 -0.93387 1.78743 -0.093 0.229 -0.181 0.0632
N 0.04282 3.89133 2.18397 -0.844 -0.386 0.056 -0.3108
N -2.33278 -3.16398 1.22365 -0.251 0.208 -0.152 0.1277
N -2.29058 3.50184 0.85400 0.432 -0.278 0.599 -0.2984
N -2.03374 2.90029 3.55265 0.439 -0.057 -0.913 -0.2916
C -6.16823 -2.01523 2.08354 -0.044 -0.005 -0.071 -0.0792
C -1.77808 -2.69547 -1.94762 0.093 -0.171 0.070 -0.1499
C 3.54528 0.99720 1.31660 -0.288 -0.075 -0.018 -0.2754
C 0.08764 5.29668 1.86757 -0.025 0.114 -0.173 -0.1191
C 0.02431 -4.16625 -2.59461 0.237 0.314 0.078 -0.1412
C -0.86899 -5.08966 -3.08741 -0.122 0.046 -0.107 -0.0929
C -2.22911 -4.81732 -3.04552 0.047 -0.077 -0.027 -0.0869
C -4.70878 0.16318 1.20457 0.094 -0.143 0.072 -0.0286
C -3.09601 4.69416 0.99079 -0.191 0.033 0.143 -0.1137
C 0.97170 3.47297 3.21094 0.129 -0.137 0.135 -0.1186
C 3.31215 0.59506 -1.63131 -0.022 0.056 0.036 -0.3272
C -2.66052 -3.65054 -2.45134 -0.109 0.008 -0.067 -0.0374
C -1.82572 -1.96774 1.56769 0.441 -0.469 0.723 -0.8729
C -6.82066 -0.93111 1.52516 -0.135 -0.012 0.005 -0.0949
C -2.78697 1.74834 3.99959 -0.042 -0.340 -0.075 -0.0897
C -2.35711 2.87789 -0.45357 0.229 -0.278 -0.228 -0.0994
C -2.45181 -1.52993 -1.23558 -0.564 -0.757 -0.111 -0.6270
C -2.38914 4.11741 4.23826 0.090 0.103 0.113 -0.1199
C 2.23168 3.07638 -0.45005 -0.233 -0.192 0.050 -0.2677
C -4.78913 -2.03048 2.18139 0.096 0.137 0.107 -0.0345
C -0.40226 -2.94022 -2.06349 -0.864 0.169 0.250 -0.5971
C -6.08478 0.16273 1.09884 -0.003 0.055 0.060 -0.0767
C -4.04635 -0.95347 1.70403 -0.588 0.081 0.229 -0.2544
H 1.62643 3.27627 -1.33439 -0.017 -0.056 0.030 0.0313
H -7.89655 -0.93323 1.43487 -0.086 0.008 -0.023 0.0976
H 1.08609 -4.35703 -2.62537 0.145 -0.106 -0.017 0.0904
H -1.76087 4.93756 3.90098 0.019 0.131 0.049 0.0600
H 2.75860 0.74872 -2.55782 -0.083 0.013 0.102 0.0277
H -2.31355 0.85339 3.61183 -0.043 -0.162 0.085 0.0633
H -2.19525 -0.01967 1.74232 0.041 -0.299 0.098 0.0672
H 1.80766 3.62221 0.38949 -0.034 -0.059 0.033 -0.0156
H -6.58834 1.01369 0.66494 -0.034 0.108 -0.013 0.1016
H 4.22759 1.18694 -1.66341 0.011 -0.019 0.074 0.0274
H -4.16636 4.45320 1.00340 0.072 -0.014 0.007 0.0912
H -3.39823 2.75308 -0.76054 -0.020 0.000 0.025 0.0899
H 1.09717 5.55928 1.53483 -0.054 0.015 -0.043 0.0833
H -0.51120 -6.01466 -3.51466 0.078 -0.076 -0.018 0.1010
H -3.71432 -3.43351 -2.35737 -0.037 -0.031 -0.006 0.1143
H -6.73324 -2.86434 2.43814 -0.055 -0.062 0.062 0.1023
H -3.44096 4.38531 4.09168 -0.019 0.061 -0.041 0.0874
H -2.75279 1.70062 5.09013 -0.009 0.018 -0.002 0.0910
H 0.82898 2.40546 3.37103 0.222 -0.025 0.154 0.0783
H -2.23159 3.97538 5.31068 0.024 0.095 0.011 0.0891
H -0.14705 5.94489 2.72374 -0.017 -0.065 -0.007 0.0807
H -1.84391 3.48813 -1.20307 -0.030 0.021 -0.065 0.0881
H -1.89390 1.89095 -0.42569 -0.114 0.099 -0.123 0.0354
H 4.43699 1.56889 1.06237 -0.046 0.044 -0.083 0.0315
H -4.13109 1.01012 0.87161 0.144 0.127 -0.172 0.1004
H -1.66615 -3.87212 0.96035 0.083 0.143 0.025 0.1059
H -2.85479 5.21615 1.91305 -0.057 0.114 -0.008 0.0583
H 3.81303 -0.04976 1.44611 -0.042 -0.042 -0.067 0.0316
H 3.13768 1.35547 2.25826 -0.070 0.056 0.033 0.0085
H -0.60833 5.50767 1.06100 0.024 0.120 -0.075 0.0707
H -3.19843 -3.12841 0.68685 0.141 -0.143 0.040 0.0977
H 0.81027 4.00170 4.15776 0.010 -0.004 0.011 0.0871
H -2.92635 5.37341 0.14769 0.081 -0.004 0.079 0.0890
H 3.25320 3.41311 -0.63956 -0.024 -0.163 0.083 0.0339
H 3.55996 -0.46413 -1.56750 -0.035 0.031 0.096 0.0107
H 1.99996 3.65467 2.88289 -0.007 -0.009 0.018 0.0811
H -3.83543 1.76233 3.68180 -0.016 0.059 0.011 0.0887
H -4.29076 -2.86803 2.64355 0.014 -0.052 0.002 0.1109
H -2.93786 -5.51436 -3.46588 -0.093 -0.078 0.026 0.0974
```
Forces are in eV/Å.

Results
Total energy: -4892.22503 Ha
HOMO-LUMO gap (alpha / beta): 6.10 / 6.10 eV
Energy relative to the best compared isomer or geometry (same formula, charge and spin): 43.8 kcal/mol


Record 3
DFT (ωB97M-V/def2-TZVPD) results for a structure of composition C23H39N2O3OsP3.

```
71
Properties=species:S:1:pos:R:3:forces:R:3:lowdin_spin:R:1
Os 0.62870 -0.95870 0.28577 -0.705 0.008 1.315 1.3820
P -0.69247 -2.08849 2.42655 -1.435 0.049 1.005 0.3320
P 1.65371 1.64313 0.98836 -0.402 1.212 1.044 0.2517
P -0.28255 -1.29450 -2.17377 -0.894 0.258 -1.591 0.1857
O -4.58114 3.48318 0.03071 2.066 -0.776 -0.658 0.0478
O -1.11971 0.96411 1.99388 3.652 -2.169 -2.620 0.0038
O -2.44792 -0.90763 -0.07135 6.685 -0.373 -0.470 -0.0135
N -4.23812 4.94280 -1.62861 0.920 -0.582 -0.337 0.0528
N -0.91172 1.57587 -0.97981 -0.912 0.052 0.842 0.0351
C 2.75847 -1.32692 -0.74789 0.441 -0.491 0.380 0.0143
C 2.09116 -2.86353 1.50854 0.369 -0.790 0.470 0.1456
C 2.49265 1.26865 2.57397 0.216 0.058 -0.333 0.0307
C -2.52270 3.28807 -1.26065 -0.663 1.353 -1.081 0.2655
C 3.19830 -0.95538 0.54496 0.314 -0.055 -0.952 0.0858
C -0.67202 -3.03563 -2.09198 0.131 -0.400 -0.301 0.0240
C -1.77519 -0.64862 -3.01798 -0.116 0.052 -0.238 0.0421
C -0.47103 3.29208 -2.59764 -1.033 1.297 -0.327 0.0810
C -0.31352 0.36216 1.34098 -2.709 2.876 3.121 0.0785
C 0.77884 3.21578 1.29561 0.039 0.218 0.092 0.0473
C 2.79641 -1.67275 1.65912 0.420 -0.472 1.019 0.0311
C 1.07927 -1.03164 -3.36210 -0.140 -0.181 0.084 0.0168
C -1.69474 3.87055 -2.25520 1.058 0.131 -0.617 0.0203
C -0.78951 -3.77828 1.76590 0.242 -0.138 0.566 0.0338
C -1.22828 -0.96061 -0.09316 -6.579 -0.379 0.133 0.0407
C -2.36910 -1.67198 3.04331 -0.257 0.160 -0.151 0.0525
C 0.34524 -1.71700 3.87927 0.245 -0.493 -0.203 0.0404
C 1.66299 -3.26918 0.23279 -0.237 -1.057 0.360 0.0048
C 2.77882 1.97664 -0.38106 -0.096 -0.382 0.291 0.0260
C -0.13914 2.12591 -1.91642 -0.201 -0.642 0.709 0.2255
C 2.07337 -2.55988 -0.87728 1.036 -0.032 -1.071 0.0638
C -3.85719 3.87073 -0.88623 -2.112 1.243 0.481 0.0281
C -2.06643 2.12101 -0.62354 0.828 -1.031 -0.134 0.2054
H 3.97912 -0.20981 0.62198 -0.366 0.379 0.100 0.0026
H 0.13723 -2.48998 4.62883 0.150 0.255 0.140 0.0107
H 2.94149 1.05068 -0.92309 0.202 0.411 -0.163 0.0015
H 0.79090 1.60134 -2.11575 -0.166 -0.033 -0.180 0.0072
H 0.20163 3.49828 0.40270 0.230 0.032 0.400 0.0020
H -1.72106 0.43130 -3.24239 -0.047 -0.578 0.070 0.0021
H -1.50479 -4.35046 2.35890 -0.083 -0.076 -0.188 0.0061
H 1.91875 -1.69044 -3.10188 -0.286 0.585 -0.493 0.0001
H -2.67825 -0.88507 -2.42467 0.467 0.230 -0.346 0.0007
H 3.30353 0.54973 2.39789 -0.352 0.581 0.408 0.0002
H 0.11218 3.16437 2.17506 0.321 -0.078 -0.427 0.0005
H 2.93862 2.19721 2.95420 -0.181 -0.159 0.065 0.0071
H -3.15361 -1.90199 2.29764 0.438 0.102 0.339 0.0001
H 3.06342 -1.33221 2.68214 0.146 -0.512 -0.992 -0.0004
H -1.65215 -3.18021 -1.63905 -0.083 -0.004 -0.059 0.0007
H 1.53931 3.99209 1.48781 -0.232 -0.190 -0.089 0.0115
H 0.19983 -4.23170 1.87811 -0.680 -0.266 -0.056 0.0010
H -2.69836 1.70553 0.16537 0.338 -0.060 -0.007 0.0048
H 0.08030 -3.57376 -1.52566 -0.391 -0.192 -0.268 0.0005
H -2.56998 -2.28124 3.95053 0.185 0.298 -0.420 0.0153
H -1.08157 -3.71991 0.69705 0.018 -0.167 0.759 0.0035
H 1.37124 0.03404 -3.36715 -0.013 -0.649 -0.276 0.0009
H 3.04561 -0.74257 -1.61913 0.238 -0.443 0.182 0.0023
H 2.31235 2.71891 -1.02074 0.298 0.246 -0.009 0.0020
H -2.00791 4.77424 -2.76221 0.138 -0.073 -0.012 -0.0018
H 0.67151 -1.35661 -4.33120 0.265 0.313 0.085 0.0039
H 1.75179 0.86666 3.29523 0.470 0.295 -0.350 0.0019
H -1.83807 -1.20120 -3.97190 -0.043 0.246 0.258 0.0088
H 0.20831 3.64277 -3.38902 -0.596 0.180 0.360 0.0017
H 1.40569 -1.73124 3.60389 -0.505 -0.015 0.501 0.0004
H 3.70505 2.32783 0.06183 0.311 0.316 -0.253 0.0058
H 0.07301 -0.72092 4.27079 -0.061 -0.483 -0.155 0.0005
H 1.98217 -3.52979 2.37800 -0.218 0.500 -0.441 0.0042
H 2.02582 -3.05711 -1.85516 -0.410 0.484 0.472 0.0019
H -3.78822 5.21383 -2.49061 -0.386 0.178 0.193 0.0003
H -2.41752 -0.59494 3.30762 -0.014 -0.725 -0.077 0.0007
H -5.14020 5.33179 -1.41229 -0.305 0.203 -0.005 0.0011
H -0.69560 -3.40820 -3.11260 -0.104 -0.319 -0.135 0.0062
H 1.02300 -4.17114 0.08389 1.139 0.664 0.241 -0.0002
```
Forces are in eV/Å.

Results
Multiplicity: 5
Total energy: -2347.98534 Ha
HOMO-LUMO gap (alpha / beta): 5.55 / 3.81 eV
Energy relative to the best compared isomer or geometry (same formula, charge and spin): 96.5 kcal/mol
Total charge: +4